ORCA calculation (ωB97M-V with the def2-TZVPD basis set) on C4H4Br2 as an isolated structure in a non-equilibrium geometry.

XYZ file:
```
10
C4H4Br2 | the OMol25 dataset | ωB97M-V with the def2-TZVPD basis set
C 0.947 0.124 -0.403
C 1.623 -0.998 -0.261
C 0.271 1.194 -0.706
C -2.280 0.407 0.908
Br -1.696 -0.423 2.434
Br -3.171 -0.647 -0.317
H 2.362 -1.115 0.464
H 1.326 -2.013 -0.564
H 0.851 1.648 -1.489
H -0.234 1.824 -0.066
```

The calculation puts the frontier orbital gap at 7.86 eV. As for the spin multiplicity: 1. The lowest unoccupied orbital energy is -0.0414 Eh. The energy relative to the best compared isomer or geometry (same formula, charge and spin) is 4.4124 eV. The HOMO energy is -8.991 eV. As for the electronic energy: -5302.63364 a.u.

These are the Löwdin partial charges, in e, on atoms 1 to 6: C -0.185; C -0.008; C -0.019; C -1.145; Br 0.596; Br 0.582

***

ORCA calculation (ωB97M-V with the def2-TZVPD basis set) on C22H37BrO3SSiTa as an isolated structure in a non-equilibrium geometry.

XYZ file:
```
66
C22H37BrO3SSiTa | the OMol25 dataset | ωB97M-V with the def2-TZVPD basis set
C 4.462 -0.040 -2.292
C 3.874 1.259 -2.218
C 3.512 1.510 -0.856
H 3.825 1.947 -3.062
C 3.938 0.373 -0.076
C 4.494 -0.590 -0.971
H 4.998 -1.515 -0.718
H 4.981 -0.460 -3.139
H 3.033 2.419 -0.477
H 3.876 0.245 1.015
Ta 2.439 -0.233 -1.524
Br 0.796 1.128 -2.888
C 0.896 -2.624 -2.355
C 2.109 -3.233 -1.885
C 3.138 -2.931 -2.821
H 2.221 -3.782 -0.943
C 2.561 -2.180 -3.890
C 1.178 -2.013 -3.616
H 0.454 -1.477 -4.231
H -0.046 -2.575 -1.807
H 4.186 -3.209 -2.719
H 3.109 -1.715 -4.703
C 0.193 3.834 -0.031
C -0.071 2.751 1.013
C 1.092 2.650 1.985
C -1.370 3.017 1.758
O -0.214 1.514 0.226
Si -0.466 -0.076 0.524
S 1.379 -1.095 0.534
O -1.334 -0.175 1.916
C -1.511 -0.964 3.158
C -0.418 -1.999 3.315
C -1.488 0.039 4.302
C -2.874 -1.639 3.084
O -1.332 -0.732 -0.697
C -2.664 -0.488 -1.282
C -2.786 -1.505 -2.415
C -3.745 -0.721 -0.238
C -2.766 0.925 -1.832
H 0.280 4.810 0.472
H -0.636 3.883 -0.753
H 1.123 3.637 -0.582
H 1.211 3.624 2.478
H 0.898 1.897 2.755
H 2.027 2.405 1.476
H -2.223 3.040 1.068
H -1.552 2.250 2.521
H -1.304 3.995 2.250
H 0.571 -1.537 3.361
H -0.591 -2.545 4.250
H -0.427 -2.716 2.491
H -2.300 0.770 4.193
H -1.635 -0.499 5.248
H -0.527 0.569 4.349
H -3.671 -0.900 2.929
H -2.908 -2.381 2.276
H -3.061 -2.151 4.038
H -2.685 -2.530 -2.024
H -3.770 -1.416 -2.904
H -2.004 -1.338 -3.170
H -3.695 0.030 0.560
H -4.735 -0.651 -0.715
H -3.653 -1.718 0.209
H -2.677 1.669 -1.032
H -1.971 1.115 -2.563
H -3.744 1.048 -2.321
```

The calculation puts the frontier orbital gap (spin up / spin down) at 5.85 / 5.84 eV. As for the spin multiplicity: 1. The lowest unoccupied orbital energy (spin up / spin down) is -0.1992 / -0.1992 Eh. The HOMO energy (spin up / spin down) is -11.266 / -11.265 eV. Its charge is +1. As for the electronic energy: -4404.83903 a.u.

These are the Löwdin partial charges, in e, on atoms 1 to 6: C -0.191; C -0.217; C -0.212; H 0.136; C -0.226; C -0.199

***

ORCA calculation (ωB97M-V with the def2-TZVPD basis set) on C17H18CuN2O7S3 as an isolated structure.

XYZ file:
```
48
C17H18CuN2O7S3 | the OMol25 dataset | ωB97M-V with the def2-TZVPD basis set
Cu 0.332 -0.704 0.405
O -0.700 -0.863 -1.502
S -1.846 -1.606 -0.952
O -2.338 -2.660 -1.800
O -1.502 -2.020 0.414
C -3.167 -0.399 -0.835
C -4.400 -0.846 -1.286
C -5.516 -0.022 -1.269
C -5.394 1.270 -0.796
C -4.164 1.726 -0.341
C -3.035 0.917 -0.353
S -1.544 1.744 0.305
O -2.061 2.892 1.008
O -0.702 2.059 -0.846
O -0.896 0.775 1.201
H -4.461 -1.857 -1.661
H -6.468 -0.395 -1.626
H -6.251 1.932 -0.772
H -4.061 2.729 0.046
C 4.786 -1.339 -2.791
C 3.892 -2.041 -1.777
C 2.454 -1.532 -1.799
N 2.355 -0.141 -1.382
C 2.202 0.263 -0.106
S 2.419 -0.761 1.252
N 1.987 1.652 -0.015
C 2.638 2.473 0.883
O 2.169 3.532 1.235
C 4.009 2.053 1.333
C 4.383 2.323 2.643
C 5.653 1.991 3.083
C 6.564 1.410 2.209
C 6.201 1.165 0.893
C 4.923 1.482 0.457
H 5.814 -1.698 -2.731
H 4.801 -0.261 -2.620
H 4.432 -1.507 -3.811
H 4.288 -1.914 -0.767
H 3.871 -3.115 -1.976
H 1.824 -2.143 -1.150
H 2.038 -1.593 -2.805
H 2.075 0.543 -2.069
H 1.052 1.976 -0.322
H 3.663 2.787 3.304
H 5.936 2.185 4.110
H 7.558 1.155 2.554
H 6.911 0.723 0.205
H 4.637 1.286 -0.569
```

The calculation puts the frontier orbital gap at 8.30 eV. As for the spin multiplicity: 1. The lowest unoccupied orbital energy is 0.0912 Eh. The HOMO energy is -5.817 eV. Its charge is -1. As for the electronic energy: -4130.02629 a.u.

These are the Löwdin partial charges, in e, on atoms 1 to 6: Cu 0.162; O -0.346; S 0.483; O -0.316; O -0.330; C -0.211

***

ORCA calculation (ωB97M-V with the def2-TZVPD basis set) on a 2-piece molecular cluster, C3H9N2O3 overall in a non-equilibrium geometry.

XYZ file:
```
17
C3H9N2O3 | the OMol25 dataset | ωB97M-V with the def2-TZVPD basis set
C -1.589 0.917 0.188
N -0.156 1.108 0.409
C 0.724 -0.084 0.483
O 0.130 -1.133 0.143
O 1.839 0.112 0.980
C -2.154 1.337 -1.166
N -1.694 0.373 -2.207
H -2.034 1.561 0.979
H -1.897 -0.097 0.406
H 0.246 1.943 0.011
H -3.250 1.313 -1.179
H -1.852 2.364 -1.404
H -1.051 -0.292 -1.790
H -1.365 0.903 -2.997
H 1.930 -2.061 0.709
H 2.687 -1.613 1.851
O 2.670 -2.366 1.257
```

The calculation puts the frontier orbital gap at 8.35 eV. As for the spin multiplicity: 1. The lowest unoccupied orbital energy is 0.1409 Eh. The energy relative to the best compared isomer or geometry (same formula, charge and spin) is 0.4765 eV. The HOMO energy is -4.521 eV. Its charge is -1. As for the electronic energy: -455.01709 a.u.

These are the Löwdin partial charges, in e, on atoms 1 to 6: C -0.259; N 0.013; C -0.748; O -0.072; O -0.059; C -0.283

***

ORCA calculation (ωB97M-V with the def2-TZVPD basis set) on an isolated molecule of C5H4O2 in a non-equilibrium geometry.

XYZ file:
```
11
C5H4O2 | the OMol25 dataset | ωB97M-V with the def2-TZVPD basis set
O -1.536 0.793 2.227
C -0.994 0.033 1.531
O 0.079 1.611 -0.250
C -0.162 1.076 -1.421
C 1.003 0.392 -0.824
C 0.692 -0.746 -0.087
C -0.434 -0.935 0.806
H -1.168 0.666 -1.596
H 2.013 0.627 -1.155
H 1.365 -1.595 -0.206
H -0.858 -1.923 0.976
```

The calculation puts the frontier orbital gap (spin up / spin down) at 7.58 / 7.63 eV. As for the spin multiplicity: 1. The lowest unoccupied orbital energy (spin up / spin down) is -0.0074 / 0.0135 Eh. The energy relative to the best compared isomer or geometry (same formula, charge and spin) is 5.0434 eV. The HOMO energy (spin up / spin down) is -7.785 / -7.263 eV. As for the electronic energy: -343.20702 a.u.

These are the Löwdin partial charges, in e, on atoms 1 to 6: O 0.192; C -0.166; O -0.012; C -0.120; C -0.190; C -0.076

***

ORCA calculation (ωB97M-V with the def2-TZVPD basis set) on C17H13F5IrN3Se3 as an isolated structure.

XYZ file:
```
42
C17H13F5IrN3Se3 | the OMol25 dataset | ωB97M-V with the def2-TZVPD basis set
Ir 1.229 0.193 -1.264
Se -1.615 -1.406 0.424
Se 0.177 -1.887 1.807
C 0.910 -0.125 2.015
C 1.117 0.300 3.319
C 1.693 1.539 3.545
C 2.029 2.322 2.456
C 1.774 1.838 1.188
N 1.232 0.628 0.954
C -0.951 -2.351 -1.107
C -1.694 -3.411 -1.601
C -1.180 -4.158 -2.649
C 0.073 -3.837 -3.141
C 0.731 -2.748 -2.599
N 0.225 -1.995 -1.620
H 0.804 -0.329 4.140
H 1.853 1.890 4.555
H 2.458 3.307 2.573
H 1.994 2.432 0.312
H -2.645 -3.657 -1.150
H -1.737 -4.993 -3.052
H 0.532 -4.409 -3.935
H 1.701 -2.449 -2.978
N 2.898 -1.078 -0.648
H 3.241 -0.797 0.266
H 3.691 -1.050 -1.281
H 2.592 -2.044 -0.563
C 1.247 0.243 -3.118
H 1.540 1.131 -3.685
H 0.872 -0.539 -3.782
F -2.984 4.079 2.205
C -2.514 2.889 1.745
C -1.919 2.133 2.968
F -2.096 0.853 2.771
C -1.305 3.022 0.837
F -0.341 3.863 1.166
C -1.401 2.248 -0.240
Se -0.226 2.135 -1.728
C -2.763 1.662 -0.188
F -3.189 0.814 -1.112
C -3.434 2.076 0.884
F -4.619 1.667 1.311
```

The calculation puts the frontier orbital gap (spin up / spin down) at 7.11 / 7.24 eV. As for the spin multiplicity: 2. The lowest unoccupied orbital energy (spin up / spin down) is -0.1450 / -0.1476 Eh. The energy relative to the best compared isomer or geometry (same formula, charge and spin) is 1.9775 eV. The HOMO energy (spin up / spin down) is -11.058 / -11.254 eV. Its charge is +1. As for the electronic energy: -8627.40350 a.u.

These are the Löwdin partial charges, in e, on atoms 1 to 6: Ir 0.951; Se 0.762; Se 0.736; C -0.675; C -0.103; C -0.022